(1)
The following is a quantum chemistry calculation of a molecular structure, C13H17ClOPm, from the OMol25 dataset.

Computed properties:
HOMO (alpha / beta) = -2.433 / -2.433 eV
<S²> = 6.01
Kohn-Sham gap (alpha / beta) = 4.42 / 4.45 eV
LUMO level (alpha / beta) = 0.07295 / 0.07396 Eh
Spin multiplicity = 5
Net charge = -1

Each line ends with the Mulliken charge.
Cartesian coordinates (Å):
C: 3.498 -0.767 1.404  -0.55
C: 3.477 0.222 0.372  -0.63
C: 2.840 -0.328 -0.783  -0.14
H: 4.043 1.155 0.377  0.39
C: 2.406 -1.660 -0.461  -0.67
C: 2.856 -1.933 0.883  -0.59
H: 2.746 -2.872 1.412  0.50
H: 3.992 -0.688 2.380  0.39
H: 2.858 0.104 -1.784  0.43
H: 1.960 -2.358 -1.165  0.41
Pm: 0.862 -0.294 1.280  1.35
Cl: 0.370 1.823 2.625  -0.56
C: -1.717 2.425 -2.036  -0.50
C: -1.501 1.268 -2.849  -0.50
C: -0.161 1.347 -3.339  -0.61
H: -2.249 0.509 -3.102  0.35
C: 0.446 2.529 -2.829  -0.53
C: -0.514 3.206 -2.021  -0.68
H: -0.379 4.163 -1.515  0.36
H: -2.657 2.714 -1.601  0.42
H: 0.325 0.589 -3.937  0.41
H: 1.480 2.839 -2.982  0.42
C: -1.567 -1.910 2.719  -1.44
C: -2.060 -1.522 1.310  0.79
C: -3.191 -0.502 1.272  -1.18
O: -1.014 -0.926 0.539  -0.68
H: -1.295 -1.009 3.319  0.30
H: -0.706 -2.604 2.657  0.30
H: -2.354 -2.420 3.287  0.42
H: -2.378 -2.421 0.771  0.14
H: -2.863 0.451 1.724  0.22
H: -3.484 -0.314 0.229  0.29
H: -4.068 -0.815 1.842  0.40


(2)
The following is a quantum chemistry calculation of a molecular structure, C25H24Cl2N2O3Pd, from the OMol25 dataset.

Computed properties:
HOMO = -1.225 eV
Kohn-Sham gap = 5.64 eV
LUMO level = 0.16229 Eh
Net charge = -2

Each line ends with the Mulliken charge.
Cartesian coordinates (Å):
Pd: 0.817 -0.004 -0.429  0.61
Cl: -0.713 -5.547 0.393  -0.29
C: -0.591 -4.177 1.475  0.32
C: -0.732 -4.404 2.832  -0.57
C: -0.688 -3.364 3.725  0.68
Cl: -0.918 -3.701 5.438  -0.35
C: -0.469 -2.042 3.281  -0.05
C: -0.428 -0.933 4.152  -0.77
C: -0.202 0.316 3.652  -1.10
C: 0.025 0.464 2.280  -0.12
N: -0.005 -0.552 1.441  0.45
C: -0.282 -1.803 1.889  0.10
C: -0.413 -2.888 0.882  0.23
O: -0.419 -2.682 -0.336  -0.76
H: -0.896 -5.414 3.186  0.41
H: -0.584 -1.091 5.211  0.37
H: -0.171 1.188 4.293  0.43
H: 0.251 1.434 1.859  0.36
C: -4.283 0.246 -2.714  -0.52
C: -3.951 1.588 -2.584  -0.48
C: -2.794 1.986 -1.932  -0.73
C: -1.908 1.043 -1.362  0.10
C: -2.246 -0.319 -1.528  -0.31
C: -3.403 -0.696 -2.181  -0.71
N: -0.727 1.365 -0.748  0.87
C: -0.487 2.644 -0.287  -0.41
C: -1.462 3.432 0.360  -0.22
C: -1.152 4.676 0.887  -0.66
C: 0.136 5.191 0.797  -0.46
C: 1.111 4.421 0.170  -0.71
C: 0.816 3.178 -0.363  -0.27
H: -5.189 -0.058 -3.225  0.34
H: -4.598 2.349 -3.012  0.32
H: -2.555 3.040 -1.882  0.43
H: -1.567 -1.073 -1.144  0.51
H: -3.618 -1.755 -2.279  0.44
H: -2.464 3.037 0.467  0.54
H: -1.928 5.245 1.391  0.32
H: 0.376 6.162 1.214  0.35
H: 2.126 4.797 0.091  0.38
H: 1.576 2.570 -0.846  0.47
C: 1.004 0.951 -3.158  -0.79
O: 1.783 0.579 -2.074  -0.67
H: 0.199 0.235 -3.390  0.18
H: 1.642 1.023 -4.056  0.29
H: 0.512 1.935 -3.034  0.21
C: 2.875 -2.550 -1.749  -1.33
C: 3.338 -1.489 -0.748  0.91
C: 4.539 -1.992 0.057  -1.58
O: 2.328 -1.172 0.143  -0.77
H: 3.671 -2.821 -2.455  0.41
H: 2.023 -2.160 -2.306  0.23
H: 2.549 -3.445 -1.211  0.24
H: 3.655 -0.609 -1.329  0.03
H: 4.245 -2.871 0.640  0.33
H: 4.869 -1.219 0.754  0.35
H: 5.377 -2.265 -0.595  0.40


(3)
The following is a quantum chemistry calculation of a molecular structure, C56H104AsF14O40, from the OMol25 dataset.

Computed properties:
HOMO = -7.321 eV
Kohn-Sham gap = 9.28 eV
LUMO level = 0.07201 Eh
Net charge = -1

Each line ends with the Mulliken charge.
Cartesian coordinates (Å):
As: -0.202 0.626 0.327  2.10
F: -0.838 -0.421 -1.000  -0.45
F: -0.461 -0.516 1.572  -0.28
F: 0.335 1.760 1.601  -0.33
F: -0.080 1.867 -0.904  -0.60
F: -1.896 1.251 0.635  -0.60
F: 1.418 0.126 0.014  -0.53
C: -0.070 4.899 0.865  1.12
C: 0.109 5.713 -0.392  0.59
O: 0.558 6.928 0.055  -0.41
C: 0.416 7.055 1.407  0.47
O: 0.709 8.043 2.005  -0.55
O: -0.114 5.896 1.895  0.09
F: -1.196 5.835 -1.035  -0.36
H: 0.787 4.248 1.103  -1.09
H: -0.948 4.245 0.905  -0.34
H: 0.646 5.391 -1.261  0.39
C: -6.087 -5.084 1.284  -0.61
C: -5.458 -3.688 1.662  0.51
O: -6.022 -2.845 0.730  -0.24
C: -6.109 -3.643 -0.412  0.32
O: -6.056 -3.114 -1.485  -0.49
O: -6.292 -4.918 -0.107  -0.30
F: -4.071 -3.705 1.578  -0.13
H: -6.987 -5.164 1.888  0.42
H: -5.433 -6.007 1.492  0.23
H: -5.721 -3.490 2.690  0.35
C: 3.081 2.599 0.625  1.26
C: 4.135 2.322 -0.456  1.61
O: 5.166 3.134 -0.037  -0.41
C: 4.777 4.101 0.880  0.53
O: 5.504 4.927 1.257  -0.54
O: 3.519 3.849 1.220  -0.31
F: 3.617 2.798 -1.646  -0.32
H: 3.094 1.841 1.419  -0.58
H: 2.059 2.708 0.340  -0.85
H: 4.449 1.255 -0.611  -0.54
C: -4.413 2.279 2.514  0.22
C: -5.789 1.575 2.394  0.44
O: -6.275 1.755 3.669  -0.40
C: -5.335 2.054 4.598  0.36
O: -5.424 2.090 5.790  -0.56
O: -4.171 2.296 3.924  0.15
F: -5.615 0.244 2.204  -0.15
H: -4.332 3.341 2.124  0.19
H: -3.715 1.631 1.989  -0.37
H: -6.457 1.993 1.582  0.16
C: -4.363 0.161 -1.218  -0.18
C: -3.491 0.416 -2.541  0.93
O: -3.372 1.792 -2.563  0.11
C: -4.132 2.460 -1.607  0.37
O: -4.174 3.603 -1.467  -0.49
O: -4.836 1.536 -0.898  -0.42
F: -4.108 -0.058 -3.679  -0.40
H: -3.827 -0.206 -0.385  0.07
H: -5.192 -0.503 -1.416  0.27
H: -2.507 -0.082 -2.545  -0.40
C: -3.473 -4.231 -2.425  0.05
C: -3.327 -5.556 -3.204  0.49
O: -3.513 -6.558 -2.209  -0.42
C: -3.551 -6.060 -0.995  0.57
O: -3.725 -6.740 0.000  -0.65
O: -3.419 -4.689 -0.992  0.03
F: -2.064 -5.636 -3.590  -0.30
H: -4.468 -3.766 -2.477  -0.22
H: -2.632 -3.561 -2.428  -0.02
H: -4.004 -5.770 -4.029  0.29
C: -2.394 4.694 -4.309  -0.16
C: -3.907 4.650 -4.377  0.57
O: -4.264 3.350 -4.992  -0.35
C: -3.136 2.830 -5.541  0.65
O: -3.085 1.831 -6.196  -0.49
O: -2.011 3.497 -5.120  -0.29
F: -4.284 5.713 -5.262  -0.38
H: -1.928 4.534 -3.336  -0.04
H: -1.958 5.584 -4.751  0.32
H: -4.526 4.886 -3.478  0.13
C: -1.767 -2.537 3.620  0.06
C: -1.888 -3.812 4.384  0.79
O: -3.094 -3.775 5.094  -0.41
C: -3.831 -2.679 4.651  0.33
O: -4.949 -2.476 5.004  -0.55
O: -3.080 -1.923 3.873  0.17
F: -0.920 -3.847 5.383  -0.38
H: -1.753 -2.794 2.527  -0.33
H: -0.945 -1.902 3.939  0.06
H: -1.687 -4.839 3.960  0.16
C: -2.231 8.647 5.036  -0.55
O: -2.436 7.777 6.131  -0.38
C: -3.679 7.105 6.218  -0.72
C: -3.549 5.634 5.738  -0.25
O: -3.529 5.587 4.307  -0.50
C: -2.360 4.911 3.928  0.01
H: -2.974 9.483 5.068  0.32
H: -2.199 8.070 4.091  0.20
H: -1.277 9.165 5.166  0.23
H: -4.381 7.597 5.527  0.33
H: -3.945 7.043 7.262  0.41
H: -4.385 5.019 6.109  0.39
H: -2.603 5.232 6.156  0.23
H: -1.476 5.534 4.028  0.47
H: -2.328 4.591 2.864  -0.65
H: -2.258 3.977 4.473  0.46
C: 2.126 -1.606 -3.174  -0.93
O: 0.964 -1.225 -3.914  -0.09
C: 1.034 0.201 -4.097  0.38
C: 0.194 0.701 -5.222  0.72
O: 0.953 0.745 -6.436  -0.54
C: 0.034 1.217 -7.439  -0.51
H: 1.906 -2.638 -2.823  0.26
H: 2.336 -1.020 -2.289  0.32
H: 2.995 -1.675 -3.797  0.37
H: 2.065 0.455 -4.299  -0.20
H: 0.728 0.698 -3.211  0.00
H: -0.243 1.646 -4.952  0.27
H: -0.674 0.071 -5.358  -1.10
H: 0.569 1.275 -8.396  0.29
H: -0.236 2.277 -7.286  0.16
H: -0.821 0.551 -7.499  0.21
C: 5.895 -1.193 -0.996  -0.14
O: 6.383 -2.459 -1.404  -0.46
C: 6.440 -2.550 -2.840  0.74
C: 6.314 -4.015 -3.298  -1.10
O: 5.047 -4.527 -3.142  -0.32
C: 4.813 -5.474 -2.116  -0.57
H: 5.818 -1.160 0.114  0.43
H: 4.902 -0.914 -1.357  -0.17
H: 6.524 -0.348 -1.263  0.09
H: 7.431 -2.123 -3.231  0.18
H: 5.480 -2.069 -3.182  -0.28
H: 7.011 -4.624 -2.757  0.48
H: 6.511 -4.023 -4.336  0.39
H: 3.736 -5.620 -2.070  0.18
H: 5.147 -4.931 -1.254  0.27
H: 5.384 -6.424 -2.200  0.26
C: -6.604 -4.054 -5.471  -0.89
O: -5.283 -3.693 -5.787  -0.34
C: -4.938 -2.359 -5.554  -0.64
C: -3.480 -2.185 -5.773  -0.17
O: -2.782 -2.721 -4.729  0.43
C: -1.402 -2.534 -4.738  0.51
H: -6.946 -3.831 -4.493  0.31
H: -6.685 -5.136 -5.598  0.27
H: -7.273 -3.635 -6.210  0.39
H: -5.269 -2.096 -4.556  0.13
H: -5.533 -1.713 -6.233  0.53
H: -3.300 -1.082 -5.880  -0.04
H: -3.270 -2.724 -6.713  0.37
H: -1.023 -2.651 -3.726  0.12
H: -1.127 -1.494 -4.992  -0.74
H: -0.935 -3.146 -5.504  0.34
C: 2.626 -2.635 3.350  -0.04
O: 3.692 -1.984 4.063  -0.55
C: 3.335 -0.622 4.415  0.57
C: 4.496 -0.095 5.260  -0.89
O: 4.313 1.266 5.562  -0.04
C: 5.228 1.724 6.516  -0.89
H: 3.080 -3.491 2.904  0.14
H: 2.256 -2.021 2.582  0.06
H: 1.841 -2.921 4.080  0.17
H: 2.384 -0.529 4.897  0.21
H: 3.250 -0.079 3.447  -0.28
H: 5.450 -0.398 4.806  0.36
H: 4.547 -0.654 6.199  0.36
H: 6.238 1.427 6.201  0.33
H: 4.963 1.340 7.517  0.34
H: 5.124 2.810 6.528  0.21
C: 0.882 -7.782 -1.387  -0.74
O: 1.111 -6.843 -0.326  -0.34
C: 0.034 -6.034 -0.153  -0.13
C: 0.433 -4.815 0.662  -0.25
O: 0.388 -5.032 2.022  0.01
C: 1.500 -5.774 2.530  -1.00
H: 1.840 -8.379 -1.561  0.25
H: 0.505 -7.294 -2.267  0.29
H: 0.055 -8.518 -1.089  0.30
H: -0.715 -6.613 0.394  0.32
H: -0.331 -5.624 -1.125  0.15
H: -0.334 -4.043 0.424  0.06
H: 1.486 -4.460 0.441  0.30
H: 2.440 -5.479 2.026  0.34
H: 1.355 -6.880 2.400  0.25
H: 1.648 -5.576 3.592  0.30
C: -1.549 1.260 5.901  -0.21
O: -0.276 1.867 5.977  -0.54
C: 0.348 2.002 4.777  1.48
C: 1.365 3.110 4.830  -1.02
O: 0.703 4.331 4.373  0.22
C: 1.383 5.544 4.531  -0.68
H: -2.178 1.798 5.190  0.06
H: -1.966 1.184 6.891  0.29
H: -1.452 0.257 5.527  0.02
H: -0.399 2.098 3.972  -0.10
H: 0.922 1.088 4.560  -0.62
H: 2.246 3.040 4.193  0.27
H: 1.747 3.161 5.897  0.27
H: 1.531 5.742 5.596  0.35
H: 0.769 6.312 3.995  0.06
H: 2.395 5.600 3.970  0.10
C: 5.440 1.205 -4.554  -0.78
O: 6.422 0.969 -3.503  0.08
C: 7.686 1.432 -3.847  -0.84
C: 8.734 1.057 -2.785  -0.74
O: 9.041 -0.357 -2.862  -0.39
C: 9.481 -0.934 -1.590  -0.60
H: 5.249 2.292 -4.603  0.35
H: 4.524 0.755 -4.102  0.00
H: 5.639 0.845 -5.542  0.38
H: 7.702 2.494 -3.968  0.42
H: 8.028 1.003 -4.733  0.45
H: 8.406 1.402 -1.825  0.45
H: 9.581 1.576 -3.158  0.44
H: 10.307 -0.310 -1.209  0.37
H: 9.900 -1.868 -1.863  0.24
H: 8.621 -1.090 -0.863  0.19


no.,strongest force on any atom (eV Å⁻¹),E_tot (Eh)
1,2.0,-1649.426111
2,0.1,-2350.595212
3,5.2,-8839.640881